The following is a DFT calculation (ωB97M-V/def2-TZVPD) of a molecular structure, C27H30N10S4V.

Computed properties:
gap between HOMO and LUMO (alpha / beta): 0.2730 / 0.2229 Ha
⟨S²⟩: 0.851
E_HOMO (alpha / beta): -13.669 / -12.277 eV

The geometry in ORCA input format:
```
! wB97M-V def2-TZVPD RIJCOSX def2/J DEFGRID3
* xyz 2 2
V -1.01373 -0.53307 0.41200
C -0.75847 -4.74145 1.75607
C -1.34478 -3.56649 1.30977
N -0.61957 -2.62312 0.70269
C 0.70121 -2.87520 0.53349
C 1.27216 -4.04091 1.03675
N 0.54845 -4.96626 1.64548
C 1.39226 -1.92911 -0.34065
C 2.60440 -2.11983 -0.98412
C 2.94173 -1.30323 -2.06803
C 1.97265 -0.41852 -2.55224
C 0.78960 -0.26236 -1.84963
N 0.59168 -0.90604 -0.68498
C -0.44662 0.34522 -2.32246
C -0.58437 1.03206 -3.52599
N -1.77045 1.36046 -4.00974
C -2.83693 0.99444 -3.30203
C -2.72916 0.37144 -2.06973
N -1.53202 0.06048 -1.55782
C 4.23677 -1.44848 -2.76246
C 4.89992 -0.32842 -3.25582
C 6.11857 -0.50338 -3.89725
N 6.68232 -1.69096 -4.07263
C 6.04786 -2.75908 -3.60846
C 4.83064 -2.69328 -2.94424
H -1.36005 -5.50919 2.22491
H -2.39949 -3.37241 1.44798
H 2.33508 -4.22485 0.93918
H 3.27152 -2.91892 -0.69063
H 2.13132 0.08105 -3.49795
H 0.28548 1.30757 -4.10992
H -3.81090 1.21082 -3.72209
H -3.59838 0.12438 -1.47919
H 4.49963 0.66933 -3.12462
H 6.66208 0.35226 -4.28134
H 6.52713 -3.71687 -3.77617
H 4.35485 -3.60830 -2.61478
C -6.65894 3.20499 1.27137
C -5.95646 1.99465 1.75232
N -6.35933 1.20025 2.68759
N -5.40406 0.24639 2.76929
C -4.41829 0.39843 1.88626
S -3.08967 -0.67094 1.81986
N -4.75521 1.53062 1.22974
N -4.04120 2.06185 0.15600
H -7.49533 3.40366 1.93600
H -7.05197 3.05948 0.26325
H -5.99708 4.07196 1.27070
H -5.47916 -0.49454 3.45012
H -3.35473 2.73106 0.49093
H -4.69648 2.53560 -0.45685
C 3.01994 0.39701 2.04221
C 2.11210 -0.19007 3.11060
S 0.33382 -0.42629 2.78077
C -0.47623 1.01181 3.50104
C -0.45383 2.28203 2.66998
S -0.80516 2.02236 0.89869
C 0.59553 2.86725 0.10486
C 1.94013 2.15657 0.11087
S 2.84385 2.16577 1.68977
H 2.96567 -0.16369 1.10808
H 4.04193 0.27460 2.40783
H 2.15439 0.40651 4.02303
H 2.47077 -1.18621 3.37590
H -0.03358 1.20693 4.47903
H -1.49576 0.67359 3.67198
H 0.52288 2.75378 2.71641
H -1.19386 2.98329 3.05598
H 0.65914 3.85221 0.57016
H 0.26840 3.03553 -0.92351
H 2.56761 2.63689 -0.64215
H 1.82785 1.11689 -0.18142
*
```

---

The following is a DFT calculation (ωB97M-V/def2-TZVPD) of 2 unconnected molecules or ions with the total composition C3H4O2 at a distorted geometry.

Computed properties:
gap between HOMO and LUMO (alpha / beta): 0.2779 / 0.2943 Ha
⟨S²⟩: 2.007
E_HOMO (alpha / beta): -6.470 / -9.819 eV

The geometry in ORCA input format:
```
! wB97M-V def2-TZVPD RIJCOSX def2/J DEFGRID3
* xyz 0 3
C -0.79442 -0.05271 0.81076
C -0.85461 0.19966 -0.70397
C 0.22650 -0.49682 -0.04691
O -1.07545 1.18811 0.30640
O 2.52275 0.13006 -0.07248
H -1.60236 -0.55944 1.25542
H -1.35866 0.04623 -1.63656
H 0.44591 -1.47771 -0.27395
H 2.49035 1.02263 0.36130
*
```

---

The following is a DFT calculation (ωB97M-V/def2-TZVPD) of a molecular structure, IO6V3 at a distorted geometry.

Computed properties:
gap between HOMO and LUMO (alpha / beta): 0.1642 / 0.1731 Ha
⟨S²⟩: 0.773
E_HOMO (alpha / beta): -12.156 / -12.396 eV

The geometry in ORCA input format:
```
! wB97M-V def2-TZVPD RIJCOSX def2/J DEFGRID3
* xyz 1 2
O 0.59899 -27.64171 -10.55151
V 1.64925 -26.37258 -10.44246
O 3.07336 -27.10925 -10.46086
O 5.51729 -25.71706 -10.54073
V 6.76491 -25.52681 -9.61483
O 7.60884 -26.88040 -9.85363
O 2.93113 -29.83548 -9.25080
V 3.31120 -29.47633 -7.69557
O 4.64445 -28.48573 -7.61736
I 2.05127 -23.62212 -10.21068
*
```

---

The following is a DFT calculation (ωB97M-V/def2-TZVPD) of a molecular structure, C2HI5S at a distorted geometry.

Computed properties:
gap between HOMO and LUMO: 0.2773 Ha
E_HOMO: -8.708 eV

The geometry in ORCA input format:
```
! wB97M-V def2-TZVPD RIJCOSX def2/J DEFGRID3
* xyz 0 1
C -0.81176 0.17876 0.36084
C -0.79079 1.70481 0.19954
S 0.91830 2.16469 1.56802
I -2.08694 -0.87193 -1.11106
I -1.34232 -0.39252 2.27064
I -2.36992 2.81724 1.03561
I -0.11022 2.68251 -1.52780
I 2.89831 1.27350 0.54891
H 0.21146 -0.35862 0.16353
*
```

---

The following is a DFT calculation (ωB97M-V/def2-TZVPD) of a molecular structure, C6H13NO3S2 at a distorted geometry.

Computed properties:
gap between HOMO and LUMO: 0.3510 Ha
E_HOMO: -9.386 eV

The geometry in ORCA input format:
```
! wB97M-V def2-TZVPD RIJCOSX def2/J DEFGRID3
* xyz 0 1
C -0.83525 -1.92831 0.86573
C -0.43826 -0.87704 -1.33341
C -0.64334 -0.42970 1.06153
C -1.88814 0.23773 1.62594
C 1.87949 1.26321 -1.43496
C 1.50931 0.72698 -0.11091
N -0.30822 0.12966 -0.28638
O 2.24139 -1.68870 -0.75932
O 2.08305 -1.15384 1.61819
O 3.82267 -0.09425 0.25202
S -1.68748 -2.04561 -0.72927
S 2.53956 -0.75252 0.30703
H 0.13251 -2.42706 0.79375
H -1.43458 -2.37762 1.65157
H -0.75026 -0.44705 -2.28145
H 0.51422 -1.41947 -1.41641
H 0.21724 -0.28915 1.72270
H -2.78056 -0.09423 1.09612
H -1.81898 1.32331 1.56245
H -1.99235 -0.02582 2.67711
H 1.87791 0.46582 -2.17488
H 1.25955 2.09775 -1.76669
H 2.90902 1.61174 -1.34425
H 1.39853 1.44346 0.69405
H -0.84808 0.97143 -0.47444
*
```

---

The following is a DFT calculation (ωB97M-V/def2-TZVPD) of a gas-phase ion, C25H37O2Si (charge +1) at a distorted geometry.

Computed properties:
gap between HOMO and LUMO: 0.2961 Ha
E_HOMO: -11.631 eV

The geometry in ORCA input format:
```
! wB97M-V def2-TZVPD RIJCOSX def2/J DEFGRID3
* xyz 1 1
C -5.83792 0.33738 2.66626
C -4.55525 -0.31258 3.16562
C -3.47293 0.69734 3.54025
C -2.13183 0.06512 3.78861
O -1.89391 -0.81315 2.55249
C -0.69120 -1.12479 2.19398
C -0.45718 -1.92706 1.01733
O 0.26015 -0.72936 3.06487
Si 1.92505 -0.29684 2.77958
C 2.33159 -0.77484 1.03350
C 1.94453 1.55731 2.99936
C 3.09707 -1.12017 4.07571
C 3.72261 -2.37275 3.44803
C 2.30340 -1.47619 5.32512
C 4.22105 -0.13153 4.41769
H -6.49450 -0.43660 2.25563
H -6.38108 0.83297 3.48462
H -5.64791 1.08255 1.87829
H -4.76620 -0.92586 4.04955
H -4.14322 -0.96484 2.38512
H -3.35482 1.45310 2.74807
H -3.74805 1.24212 4.46811
H -1.32021 0.79553 3.79235
H -2.08083 -0.60112 4.65594
H 0.52058 -2.40560 1.14122
H -1.23739 -2.77152 1.06928
H 3.28088 -0.28922 0.72436
H 2.46957 -1.86550 0.90711
H 1.53858 -0.44846 0.33589
H 2.90188 1.95335 2.62580
H 1.12891 2.00459 2.40619
H 1.82357 1.85247 4.05474
H 4.32240 -2.13405 2.55852
H 4.39302 -2.84396 4.18124
H 2.97082 -3.12012 3.16072
H 1.84492 -0.60012 5.78875
H 1.51269 -2.20302 5.12780
H 2.97457 -1.92166 6.06574
H 3.84976 0.76858 4.92119
H 4.93660 -0.61847 5.09527
H 4.78026 0.18729 3.52712
C -0.77124 -1.70158 -0.57268
C -2.25311 -1.74146 -0.54629
C -2.93180 -2.96000 -0.32970
C -4.29558 -2.97925 -0.09986
C -5.04005 -1.78618 -0.16280
C -4.36318 -0.58017 -0.39606
C -2.98942 -0.55518 -0.57557
C -0.21770 -0.95612 -1.74560
C 1.15465 -1.06119 -2.04412
C 1.74257 -0.38050 -3.12382
C 0.95190 0.43478 -3.95717
C -0.42617 0.45761 -3.78592
C -1.01012 -0.26431 -2.70136
H -0.18473 -2.67065 -0.52625
H -2.36058 -3.90596 -0.34127
H -4.80002 -3.93114 0.13414
H -6.10561 -1.80609 0.01092
H -4.92142 0.36605 -0.43875
H -2.49905 0.40118 -0.84971
H 1.78816 -1.77812 -1.48930
H 2.83288 -0.46353 -3.31030
H 1.40782 1.04243 -4.73750
H -1.10021 1.02160 -4.47631
H -2.10617 -0.34268 -2.70657
*
```

---

Asked for ΔE to the lowest compared entry with this formula, charge and spin across the records above, the calculation gives 15.4; 413.6; 188.9; 61.2; 0.0; 18.1 kJ/mol in order.